Entry 1:
C11H23NO5S2 in the gas phase, computed with the ωB97M-V functional and the def2-TZVPD basis.

Structure (XYZ):
```
42
C11H23NO5S2 (the ωB97M-V functional and the def2-TZVPD basis)
O -3.44 0.54 1.51
O -1.23 -0.25 2.12
O 2.96 1.24 1.56
O 4.55 0.21 0.00
O -1.37 1.58 0.28
N 2.16 0.61 -0.80
C -2.39 4.60 3.57
C 2.61 -3.91 0.70
C 2.57 0.31 -2.17
C 1.26 0.60 -2.97
C -2.65 3.45 2.57
C 2.88 -2.53 0.11
C 0.07 1.63 0.25
C 0.10 0.38 -2.04
C -1.88 2.18 2.94
C 2.67 -1.42 1.15
C 0.69 0.51 -0.63
S -2.01 0.93 1.68
S 3.19 0.23 0.51
H -2.97 5.49 3.24
H -2.71 4.29 4.56
H -1.32 4.92 3.61
H 1.57 -4.07 1.03
H 3.25 -4.09 1.56
H 2.83 -4.59 -0.13
H 3.37 0.96 -2.57
H 2.93 -0.71 -2.26
H 1.20 0.01 -3.87
H 1.29 1.65 -3.27
H -3.73 3.19 2.50
H -2.38 3.79 1.57
H 2.22 -2.34 -0.75
H 3.90 -2.54 -0.26
H 0.35 2.58 -0.19
H 0.47 1.62 1.27
H -0.31 -0.63 -2.19
H -0.71 1.11 -2.20
H -0.83 2.39 3.07
H -2.30 1.73 3.84
H 3.29 -1.67 2.02
H 1.63 -1.32 1.44
H 0.47 -0.44 -0.13
```

Summary:
- LUMO level: 0.652 eV
- Total energy: -1660.216738 a.u.
- Relative energy (zero: lowest compared OMol25 entry of this formula, charge and spin): 0.000 eV
- Frontier orbital gap: 10.356 eV

Entry 2:
BaH18O9 as an isolated structure, computed with the ωB97M-V functional and the def2-TZVPD basis.

Structure (XYZ):
```
28
BaH18O9 (the ωB97M-V functional and the def2-TZVPD basis)
Ba 4.85 27.45 11.93
O 4.68 28.87 9.62
H 5.20 28.43 8.92
H 4.42 29.73 9.24
O 5.16 30.04 12.97
H 5.32 30.41 13.85
H 5.75 30.54 12.39
O 5.62 24.93 13.09
H 5.24 24.11 13.44
H 6.55 24.89 13.33
O 7.37 28.26 10.70
H 7.56 29.02 10.14
H 8.05 27.60 10.47
O 3.69 27.79 14.31
H 3.39 27.07 14.89
H 3.17 28.56 14.59
O 2.27 28.76 11.51
H 1.47 28.38 11.13
H 1.98 29.59 11.91
O 2.61 25.73 12.37
H 1.77 25.64 11.91
H 2.45 25.34 13.24
O 7.18 27.56 13.76
H 7.47 26.72 14.13
H 7.03 28.12 14.54
O 5.16 25.99 9.66
H 5.73 25.41 9.13
H 4.27 25.65 9.51
```

Summary:
- LUMO level: -5.961 eV
- Net charge: +2
- Total energy: -713.082457 a.u.
- Relative energy (zero: lowest compared OMol25 entry of this formula, charge and spin): 0.309 eV
- Frontier orbital gap: 12.177 eV

Entry 3:
C25H24Br2N2O4Se2Te2Ti as an isolated structure, computed with the ωB97M-V functional and the def2-TZVPD basis.

Structure (XYZ):
```
62
C25H24Br2N2O4Se2Te2Ti (the ωB97M-V functional and the def2-TZVPD basis)
Ti 0.63 -0.79 1.98
Se -0.56 1.43 2.61
Te -2.11 0.65 4.44
Te -0.50 -1.17 5.63
Se -0.10 -2.59 3.61
C 2.81 -2.35 -1.09
O 2.45 -1.04 -0.65
C 2.22 -0.11 -1.59
C 2.98 0.02 -2.74
C 2.67 1.02 -3.64
Br 3.75 1.22 -5.19
C 1.60 1.86 -3.45
C 0.81 1.71 -2.31
C 1.16 0.77 -1.36
O 0.45 0.66 -0.19
C -0.43 2.51 -2.22
N -0.68 3.57 -2.93
C -1.96 3.96 -2.59
C -2.73 5.02 -3.06
C -4.01 5.16 -2.56
C -4.53 4.27 -1.61
C -3.78 3.21 -1.13
C -2.50 3.08 -1.64
N -1.49 2.16 -1.41
H 2.23 -2.63 -1.97
H 2.56 -3.03 -0.28
H 3.88 -2.41 -1.31
H 3.81 -0.65 -2.92
H 1.32 2.62 -4.17
H 0.12 1.54 0.04
H -2.32 5.71 -3.79
H -4.63 5.98 -2.90
H -5.54 4.42 -1.24
H -4.18 2.52 -0.39
H -1.60 1.30 -0.90
C 4.74 -0.36 1.92
C 3.80 -0.83 3.04
C 3.73 -2.35 3.06
C 2.41 -0.15 2.92
H 5.71 -0.87 1.98
H 4.92 0.71 1.99
H 4.30 -0.56 0.95
H 4.26 -0.51 3.98
H 3.26 -2.73 2.15
H 3.15 -2.71 3.90
H 4.74 -2.79 3.13
H 2.56 0.88 2.59
H 1.99 -0.06 3.92
Br -5.45 -5.12 0.41
C -4.28 -3.62 0.52
C -4.81 -2.38 0.82
C -3.95 -1.29 0.89
C -2.59 -1.46 0.67
C -2.08 -2.71 0.39
C -2.93 -3.81 0.30
C -0.61 -2.94 0.18
O -0.23 -3.90 -0.46
O 0.22 -2.06 0.71
H -5.87 -2.27 1.00
H -4.34 -0.31 1.14
H -1.94 -0.60 0.73
H -2.52 -4.78 0.08
```

Summary:
- LUMO level (alpha / beta): 2.004 / 2.002 eV
- Net charge: -1
- Total energy: -12714.166967 a.u.
- Relative energy (zero: lowest compared OMol25 entry of this formula, charge and spin): 0.549 eV
- 2S+1: 2
- ⟨S²⟩: 0.76
- Frontier orbital gap (alpha / beta): 6.377 / 6.472 eV

Entry 4:
H22NeO11 as an isolated structure, computed with the ωB97M-V functional and the def2-TZVPD basis.

Structure (XYZ):
```
34
H22NeO11 (the ωB97M-V functional and the def2-TZVPD basis)
Ne 0.54 0.01 0.26
O -0.49 -3.73 -0.63
H -0.87 -3.58 0.23
H 0.17 -4.41 -0.49
O 1.61 1.53 2.85
H 2.23 1.80 2.17
H 1.84 0.62 3.04
O -1.06 2.15 3.14
H -1.54 2.72 2.54
H -0.29 1.87 2.65
O 1.24 2.67 -1.11
H 1.00 3.23 -1.86
H 0.49 2.09 -0.99
O 2.93 -3.52 0.24
H 2.32 -4.25 0.20
H 2.44 -2.77 -0.11
O -1.46 1.88 -0.70
H -1.94 1.28 -0.13
H -1.84 2.74 -0.51
O 2.57 0.43 -2.37
H 2.02 1.11 -1.97
H 2.18 -0.39 -2.09
O -1.67 1.41 -3.49
H -1.70 2.26 -3.93
H -1.41 1.61 -2.59
O -1.42 -0.88 3.47
H -1.63 -0.01 3.12
H -1.27 -1.42 2.70
O 1.59 -2.05 -2.00
H 0.63 -2.12 -1.97
H 1.84 -2.57 -2.76
O -2.69 0.32 1.05
H -2.79 -0.53 0.62
H -3.57 0.52 1.39
```

Summary:
- LUMO level: -0.524 eV
- Total energy: -969.763681 a.u.
- Relative energy (zero: lowest compared OMol25 entry of this formula, charge and spin): 1.342 eV
- Frontier orbital gap: 9.608 eV

Entry 5:
C8H14N2PRhS as an isolated structure, computed with the ωB97M-V functional and the def2-TZVPD basis.

Structure (XYZ):
```
27
C8H14N2PRhS (the ωB97M-V functional and the def2-TZVPD basis)
C 0.49 0.08 -2.24
C 1.45 -0.18 -3.30
C 1.15 -1.48 -3.84
C -0.01 -1.97 -3.20
C -0.41 -0.99 -2.20
Rh -1.06 0.44 0.96
P -1.36 2.37 1.76
H 0.40 0.92 -1.55
H 2.21 0.52 -3.62
H 1.70 -1.99 -4.62
H -1.26 -1.02 -1.52
H -0.59 -2.88 -3.30
H -2.79 2.62 1.71
H -0.66 3.48 1.11
H -0.93 2.32 3.15
S -0.31 -1.71 1.49
C 0.07 -1.32 3.09
N -0.69 -1.74 4.10
C -0.21 -1.24 5.37
C 1.09 -0.55 5.01
N 1.15 -0.70 3.55
H -1.60 -2.16 3.91
H -0.07 -2.07 6.06
H -0.94 -0.55 5.80
H 1.96 -1.03 5.47
H 1.09 0.52 5.26
H 1.83 -0.26 2.93
```

Summary:
- LUMO level (alpha / beta): 0.481 / -1.084 eV
- Total energy: -1272.567621 a.u.
- 2S+1: 5
- ⟨S²⟩: 6.03
- Frontier orbital gap (alpha / beta): 3.925 / 6.516 eV

Entry 6:
C6H10S2 in the gas phase, computed with the ωB97M-V functional and the def2-TZVPD basis.

Structure (XYZ):
```
18
C6H10S2 (the ωB97M-V functional and the def2-TZVPD basis)
C 0.96 -0.88 1.22
C 0.00 -0.17 1.67
C 0.76 -0.77 -1.16
C -0.32 0.25 -1.23
C -0.74 0.09 2.94
C 0.19 1.56 -1.95
S -0.89 0.86 0.38
S 0.40 -2.31 -1.75
H 1.48 -1.81 1.31
H 1.79 -0.53 -1.63
H -1.19 0.04 -1.76
H -1.72 0.20 2.60
H -0.42 1.09 3.33
H -0.71 -0.82 3.59
H 1.02 2.05 -1.34
H -0.61 2.24 -2.21
H 0.75 1.20 -2.91
H -0.75 -2.30 -1.07
```

Summary:
- LUMO level: 0.161 eV
- Total energy: -1030.818244 a.u.
- Relative energy (zero: lowest compared OMol25 entry of this formula, charge and spin): 4.347 eV
- Frontier orbital gap: 7.892 eV